No. 1
Formula: C40H91FeN3O8
Source: the OMol25 dataset
Level of theory: wB97M-V/def2-TZVPD

Structure (XYZ):
```
143
Properties=species:S:1:pos:R:3:forces:R:3
Fe 23.405325 11.285979 -1.209631 0.393 3.263 -1.297
C 23.473702 15.080943 -0.802782 0.442 0.389 0.273
C 24.043484 14.041209 0.142519 0.093 -1.776 -0.186
O 24.463101 12.906811 -0.577217 -0.722 -2.101 -0.496
H 23.257599 16.013497 -0.271453 -0.365 -0.056 -0.022
H 22.602702 14.681988 -1.320682 -0.089 0.124 0.091
H 24.208209 15.347298 -1.565530 0.118 -0.225 0.020
H 23.314306 13.650753 0.871345 -0.331 0.797 0.172
H 24.908049 14.373546 0.729768 -0.115 0.514 -0.101
C 21.452727 13.103973 -4.095434 -0.423 -0.405 -0.282
C 22.649821 12.180960 -4.321828 0.708 -0.186 0.117
O 23.316328 11.813680 -3.168775 0.000 -0.435 0.709
H 20.885051 13.358973 -4.995626 0.495 0.178 -0.251
H 21.840400 14.013773 -3.635520 -0.346 0.041 0.231
H 20.645414 12.620100 -3.527886 0.278 0.010 0.454
H 23.358317 12.756095 -4.947828 -0.041 0.073 -0.154
H 22.424780 11.289231 -4.932037 -0.482 0.052 -0.051
C 16.647349 8.045285 -7.087351 1.139 0.477 0.492
C 17.231763 8.835003 -5.875013 0.100 -0.396 0.152
C 18.703293 8.405788 -5.673049 0.223 -0.526 0.287
C 19.711082 9.076152 -6.583150 0.088 0.450 -0.414
C 19.568937 10.601815 -6.506346 0.357 -0.600 -0.248
C 18.149506 11.160643 -6.620241 -0.812 -0.376 -0.826
N 17.203777 10.295376 -5.922011 0.319 -0.277 1.506
O 15.882317 10.798855 -5.875564 0.566 -0.017 -0.784
C 18.075668 12.555756 -6.000638 0.311 0.347 0.318
C 17.783791 11.177618 -8.127777 1.263 0.274 0.221
C 16.480368 8.424524 -4.622225 -0.084 0.046 1.076
H 15.731598 8.491125 -7.467474 0.110 0.003 -0.273
H 16.465826 7.009094 -6.803492 -0.199 0.067 0.151
H 17.490408 8.000179 -7.779449 -0.591 0.123 -0.743
H 18.988837 8.602485 -4.633794 -0.112 0.386 -0.012
H 18.761252 7.313172 -5.721481 -0.126 -0.014 -0.295
H 19.712737 8.770371 -7.635741 -0.787 -0.195 0.037
H 20.760481 8.861458 -6.358564 -0.144 -0.185 0.569
H 20.133336 10.912039 -7.388788 0.108 0.732 0.381
H 20.059706 10.942543 -5.592304 -0.063 0.190 -0.047
H 18.467018 12.562010 -4.979335 0.089 -0.297 -0.019
H 18.689865 13.267359 -6.558286 -0.066 -0.086 -0.141
H 17.073511 12.968519 -5.899243 -0.129 -0.212 -0.402
H 18.011154 10.199757 -8.555315 -0.668 -0.189 0.058
H 16.770379 11.533066 -8.303624 0.017 -0.096 -0.308
H 18.518355 11.804013 -8.644182 -0.420 0.481 -0.038
H 16.521541 7.346001 -4.456449 -0.105 -0.044 -0.235
H 15.447744 8.767094 -4.580942 -0.061 -0.176 -0.395
H 16.940531 8.875609 -3.736838 0.139 0.090 -0.116
H 15.661293 10.899197 -6.813952 -0.498 0.027 0.082
C 23.865700 11.303745 -8.212198 0.183 0.160 0.257
C 24.242989 12.472223 -9.148159 -0.940 -0.543 -0.128
C 23.688070 12.268077 -10.573807 -0.608 -0.467 -0.440
C 22.182143 12.450780 -10.736015 0.290 0.286 0.167
C 21.826992 13.866629 -10.307684 -0.525 -0.185 -0.487
C 22.337404 14.236191 -8.922083 -1.013 -0.102 0.622
N 23.680808 13.726073 -8.636474 0.847 0.751 -1.792
O 24.179115 14.080984 -7.375118 -0.710 -0.427 -0.198
C 22.341784 15.758543 -8.815452 1.019 -0.087 1.414
C 21.319611 13.624937 -7.915195 0.105 0.472 0.153
C 25.754570 12.566575 -9.303656 0.454 1.468 0.088
H 22.794259 11.094921 -8.206623 0.008 -0.111 -0.227
H 24.119423 11.577981 -7.184045 0.080 0.017 -0.012
H 24.441038 10.398898 -8.413432 -0.136 -0.044 -0.227
H 24.182949 12.963107 -11.256500 0.136 0.009 0.065
H 23.884521 11.250720 -10.923391 0.565 0.026 0.199
H 21.652309 11.674659 -10.173125 -0.036 0.254 0.382
H 21.841374 12.255240 -11.755274 0.326 0.195 -0.162
H 20.734835 13.952692 -10.331223 -0.019 0.170 0.388
H 22.130375 14.646500 -11.011803 0.507 -0.413 -0.260
H 23.085646 16.234370 -9.456359 -0.486 -0.148 -0.682
H 21.331627 16.159838 -8.853465 0.090 0.174 -0.315
H 22.787619 15.997357 -7.842571 -0.504 0.069 0.220
H 21.787213 13.586116 -6.929835 -0.134 -0.614 0.023
H 20.410492 14.199230 -7.714238 0.121 0.385 -0.479
H 20.970047 12.670657 -8.306559 0.292 -0.232 0.454
H 26.005995 13.593446 -9.593501 -0.261 0.053 -0.070
H 26.132251 11.983169 -10.142300 0.002 -0.581 0.408
H 26.308868 12.458401 -8.371531 -0.049 -0.599 -0.049
H 23.584437 13.584467 -6.790831 0.431 0.138 0.624
C 18.487559 19.958083 -6.982089 -0.001 0.292 -1.212
C 18.374582 18.441179 -7.179450 0.330 -0.359 0.919
C 19.338975 17.819837 -6.166955 1.140 0.499 1.497
C 19.052838 16.421606 -5.683606 -0.718 -0.844 -0.843
C 17.587518 16.275108 -5.250151 0.843 -0.219 -0.173
C 16.587565 16.733763 -6.338382 0.296 -0.024 0.538
N 17.024074 18.075544 -6.764440 -0.352 0.069 1.190
O 16.023740 18.747280 -7.508137 0.094 -0.338 -0.325
C 16.479401 15.742695 -7.501648 0.156 -0.305 0.041
C 15.246499 16.848465 -5.598933 -0.323 0.430 -0.391
C 18.779818 17.951502 -8.569713 -0.897 0.228 -0.230
H 17.997518 20.246023 -6.055434 0.110 0.003 0.057
H 18.021116 20.485547 -7.818296 -0.293 -0.033 0.139
H 19.516633 20.323123 -7.009210 0.129 -0.325 0.279
H 20.366734 17.946507 -6.524475 -0.095 -0.414 -0.459
H 19.433151 18.412388 -5.245316 -0.708 0.350 -0.127
H 19.691411 16.075247 -4.869923 0.222 0.328 -0.022
H 19.218127 15.712593 -6.504672 0.074 -0.049 0.012
H 17.437729 16.815753 -4.311505 -0.172 0.358 -0.206
H 17.448371 15.226489 -4.970420 -0.377 -0.052 -0.301
H 15.832178 14.899149 -7.251056 0.041 -0.016 0.085
H 16.077568 16.204020 -8.404268 -0.060 0.188 0.122
H 17.465514 15.343614 -7.745552 -0.051 -0.095 -0.070
H 14.419461 16.961044 -6.302607 -0.040 0.019 0.048
H 15.037594 15.982791 -4.970022 0.181 -0.183 -0.180
H 15.256056 17.713829 -4.931985 0.059 0.045 -0.043
H 19.826698 18.166547 -8.774998 -0.051 0.111 -0.145
H 18.112507 18.414344 -9.301581 0.288 0.139 -0.175
H 18.593677 16.882184 -8.668180 0.287 -0.059 0.122
H 15.513743 19.176126 -6.813685 -0.056 0.197 -0.145
C 26.541986 11.941778 -5.022379 0.593 0.231 -0.697
C 26.984333 13.148935 -4.205552 -1.727 -0.287 0.544
C 26.347045 14.463883 -4.645337 0.675 -0.218 -0.183
O 26.488251 12.942818 -2.871099 0.838 -0.213 -0.109
H 26.953049 11.047070 -4.554746 -0.248 -0.103 0.020
H 26.936908 11.983846 -6.043227 0.018 0.038 -0.003
H 25.455496 11.889389 -5.111666 -0.023 -0.082 0.272
H 28.073848 13.178756 -4.186323 -0.009 0.215 0.231
H 26.554280 14.655838 -5.699614 -0.118 0.342 0.040
H 26.729843 15.241695 -3.984109 0.104 0.192 -0.282
H 25.271222 14.432327 -4.461548 -0.052 -0.192 -0.243
H 25.546076 12.753473 -2.986331 -0.193 0.010 0.452
C 21.836903 8.211649 -3.571063 0.124 0.470 -0.188
C 21.271963 8.939476 -2.366907 0.019 -0.630 0.804
C 20.476756 8.002046 -1.438983 0.244 0.396 -1.109
O 22.411640 9.390098 -1.602797 0.851 0.384 0.736
H 22.640665 8.798849 -4.022195 -0.112 0.179 0.004
H 21.097720 8.038826 -4.348583 -0.067 -0.294 0.135
H 22.292028 7.278733 -3.226827 -0.225 -0.173 -0.153
H 20.680976 9.830844 -2.573381 0.188 0.035 -0.330
H 21.148887 7.222086 -1.080982 -0.100 -0.055 0.099
H 19.703476 7.548326 -2.062198 -0.229 -0.106 0.340
H 20.053925 8.560581 -0.609854 -0.097 -0.149 0.042
H 23.101894 8.725275 -1.708661 -0.049 -0.080 0.032
C 19.936785 13.966804 -0.307724 0.143 -0.168 0.482
C 20.438101 12.543779 -0.022258 -0.660 0.272 -0.743
C 19.351834 11.487615 -0.167228 -0.316 0.105 0.739
O 21.463011 12.225880 -0.984474 -0.138 0.074 0.572
H 19.077736 14.224662 0.312866 -0.063 -0.181 0.000
H 19.641462 14.093598 -1.352035 0.042 -0.048 -0.039
H 20.720786 14.678349 -0.051827 0.042 0.040 -0.234
H 20.883495 12.543496 0.971917 0.110 -0.270 -0.039
H 18.989391 11.374693 -1.190299 0.198 0.159 -0.100
H 18.487012 11.757663 0.444064 0.004 -0.046 0.031
H 19.705863 10.521282 0.190895 0.055 -0.008 -0.084
H 21.205795 12.680431 -1.796315 0.512 -0.115 -0.239
```
Positions in Å, forces in eV/Å.

Computed properties:
frontier orbital gap (spin up / spin down) = 7.889 / 7.650 eV
E_LUMO (spin up / spin down) = -0.02 / -0.14 eV
calculated total energy = -3608.3404 a.u.
max |F| = 0.0687 Eh/bohr
2S+1 = 5

---

No. 2
Formula: C3H5N2O2
Source: the OMol25 dataset
Level of theory: wB97M-V/def2-TZVPD

Structure (XYZ):
```
12
Properties=species:S:1:pos:R:3:forces:R:3
C 0.064152 0.081628 -1.292507 0.276 1.325 -2.959
C 1.447529 0.889182 0.397201 -4.841 -4.599 -5.735
C 0.084397 -0.160759 1.031526 -1.669 1.957 -1.350
N 1.099633 0.881298 -1.011789 0.191 0.329 2.796
N -0.475883 -0.520215 -0.282325 0.848 0.042 1.559
O 2.185961 1.565679 0.979077 3.111 3.153 3.282
O -0.764615 0.615482 1.751325 -0.031 -0.866 0.169
H -0.428087 -0.048198 -2.257302 0.845 0.392 0.022
H 0.546909 -0.993697 1.439478 0.962 -1.263 1.547
H 1.499344 1.621438 -1.589598 -0.198 -0.509 -0.084
H -1.221165 -1.147165 -0.528749 -0.361 -0.352 0.995
H -1.354260 0.118667 2.372331 0.868 0.393 -0.243
```
Positions in Å, forces in eV/Å.

Computed properties:
frontier orbital gap (spin up / spin down) = 7.449 / 7.478 eV
charge = +1
E_LUMO (spin up / spin down) = -3.53 / -8.63 eV
calculated total energy = -376.8745 a.u.
max |F| = 0.1712 Eh/bohr
2S+1 = 3
ΔE to the lowest compared entry with this formula, charge and spin = 10.5 kcal/mol